No. 1
# C57H42AsF6N8O4S7Sr

C57H42AsF6N8O4S7Sr as an isolated structure at a distorted geometry (ωB97M-V with the def2-TZVPD basis set, OMol25).

The total energy comes out at -8589.73078 Eh. Its HOMO-LUMO gap (spin up / spin down) is 4.79 / 5.00 eV.

ORCA input file:
```
! RIJCOSX wB97M-V def2-TZVPD def2/J DEFGRID3
* xyz -2 2
Sr -0.876 0.626 -0.165
S -1.298 6.787 -0.412
C -1.021 8.459 -0.216
C 0.289 8.733 0.040
C 1.076 7.554 0.093
C 0.357 6.409 -0.128
C 0.890 5.030 -0.142
C 0.102 3.867 -0.400
N 0.587 2.638 -0.451
C 1.914 2.451 -0.248
C 2.753 3.522 0.048
C 4.139 3.292 0.343
C 4.644 2.046 0.351
C 3.810 0.924 0.033
C 4.309 -0.386 0.044
C 3.499 -1.445 -0.273
C 2.175 -1.142 -0.637
N 1.669 0.070 -0.643
C 2.463 1.111 -0.298
C 4.000 -2.834 -0.246
C 5.167 -3.300 0.287
C 5.341 -4.704 0.118
C 4.301 -5.278 -0.543
S 3.109 -4.129 -0.951
C 2.213 4.816 0.085
H -1.842 9.153 -0.336
H 0.680 9.734 0.184
H 2.144 7.560 0.279
H -0.971 3.971 -0.554
H 4.759 4.150 0.580
H 5.685 1.865 0.595
H 5.349 -0.544 0.309
H 1.504 -1.942 -0.946
H 5.881 -2.669 0.804
H 6.205 -5.257 0.467
H 4.152 -6.321 -0.789
H 2.879 5.648 0.295
O -0.152 0.822 4.152
S -0.068 1.454 2.854
O 1.046 1.013 2.023
N -1.367 1.344 1.978
C -2.666 1.492 2.498
C -2.999 1.947 3.762
C -4.347 2.026 4.179
C -5.369 1.664 3.354
C -5.078 1.217 2.043
C -6.082 0.837 1.119
C -5.741 0.415 -0.128
C -4.378 0.367 -0.484
N -3.417 0.715 0.342
C -3.739 1.136 1.606
C 0.218 3.181 3.192
C -0.624 4.172 2.702
C -0.375 5.502 3.028
C 0.709 5.829 3.827
C 1.557 4.833 4.307
C 1.312 3.505 3.993
H -2.211 2.219 4.448
H -4.563 2.378 5.182
H -6.402 1.708 3.683
H -7.122 0.892 1.425
H -6.488 0.127 -0.857
H -4.074 0.039 -1.473
H -1.471 3.899 2.080
H -1.021 6.279 2.638
H 0.903 6.867 4.077
H 2.405 5.091 4.931
H 1.952 2.706 4.358
S -0.085 5.223 -3.357
S -1.790 5.427 -4.305
S -3.472 4.731 -3.303
S -3.270 3.936 -1.512
C 3.709 -6.988 2.660
O 3.046 -6.998 1.412
C 1.681 -6.921 1.434
C 0.905 -7.221 2.542
C -0.485 -7.147 2.455
C -1.109 -6.733 1.290
C -0.312 -6.424 0.184
C 1.064 -6.539 0.250
N -2.528 -6.851 1.169
N -3.238 -5.995 0.593
C -2.814 -4.697 0.237
C -3.436 -4.176 -0.895
C -3.091 -2.967 -1.476
C -2.116 -2.139 -0.895
O -1.730 -1.036 -1.387
C -1.540 -2.604 0.371
N -0.695 -1.731 0.982
C -0.171 -2.054 2.151
C -0.532 -3.229 2.829
C -1.398 -4.106 2.237
C -1.884 -3.856 0.934
H 4.771 -6.906 2.443
H 3.534 -7.909 3.223
H 3.397 -6.134 3.267
H 1.359 -7.526 3.476
H -1.094 -7.389 3.319
H -0.787 -6.109 -0.738
H 1.677 -6.317 -0.618
H -4.173 -4.813 -1.377
H -3.566 -2.636 -2.392
H 0.520 -1.344 2.594
H -0.139 -3.417 3.821
H -1.745 -4.974 2.779
F -1.901 1.090 -3.354
As -3.124 0.658 -4.520
F -3.475 -0.811 -3.657
F -1.935 -0.214 -5.428
F -4.339 0.212 -5.682
F -2.786 2.067 -5.431
F -4.323 1.466 -3.585
N 0.228 -1.419 -3.581
C 0.993 -0.739 -4.529
C 1.801 0.340 -4.158
C 2.621 0.965 -5.085
C 2.665 0.529 -6.405
C 1.847 -0.534 -6.784
C 1.027 -1.164 -5.861
H -0.603 -1.854 -3.944
H 0.002 -0.899 -2.755
H 1.751 0.714 -3.143
H 3.207 1.824 -4.779
H 3.298 1.026 -7.131
H 1.827 -0.861 -7.820
H 0.371 -1.971 -6.178
*
```

=====

No. 2
# C5H33N2O11

A 11-piece molecular cluster, C5H33N2O11 overall at a distorted geometry (ωB97M-V with the def2-TZVPD basis set, OMol25).

The total energy comes out at -1147.44493 Eh. Its HOMO-LUMO gap is 8.55 eV. The energy above the lowest of the compared OMol25 structures with the same formula, charge and spin comes out at 3.3654 eV.

ORCA input file:
```
! RIJCOSX wB97M-V def2-TZVPD def2/J DEFGRID3
* xyz -1 1
C -0.329 -0.067 -0.650
N -1.478 -0.979 -0.450
C -1.519 -2.052 -1.446
N -1.800 -1.543 -2.784
C 0.031 0.565 0.708
C 1.543 0.610 0.794
C 1.897 2.130 1.205
O 1.228 2.984 0.331
H -0.593 0.658 -1.381
H 0.941 2.455 -0.453
H -1.360 -1.546 0.417
H -2.329 -2.771 -1.003
H -0.607 -2.784 -1.415
H -2.438 -0.762 -2.607
H -1.059 -1.130 -3.308
H -0.450 1.522 0.742
H -0.331 -0.116 1.541
H 2.034 0.417 -0.139
H 2.073 0.072 1.665
H 1.716 2.254 2.315
H 2.986 2.411 0.952
H 0.050 1.531 -3.133
H -0.406 3.033 -2.964
O -0.714 2.149 -2.741
H 3.439 -1.140 -1.167
H 3.912 0.012 -0.281
O 4.228 -0.704 -0.779
H 2.743 -2.822 1.537
H 3.556 -2.128 0.321
O 2.771 -2.125 0.868
H 0.448 -0.565 -1.236
H 1.388 -2.193 -2.909
O 1.966 -1.611 -2.399
H 0.437 -0.255 3.814
H 0.744 -1.679 3.240
O 0.240 -1.213 3.886
H -1.866 0.943 3.211
H -1.232 2.191 2.989
O -1.071 1.410 3.521
H -3.457 1.370 1.579
H -2.316 0.368 1.116
O -2.991 0.594 1.835
H -2.781 1.523 -1.660
H -3.485 0.356 -0.973
O -3.454 1.301 -0.999
H 1.591 -0.644 -2.876
H 2.049 1.016 -3.797
O 1.346 0.589 -3.356
H -2.445 -1.167 1.975
H -1.465 -1.695 3.041
O -2.066 -1.951 2.333
*
```